## a
{"formula": "C54H119N5O8", "method": "ωB97M-V/def2-TZVPD", "symbols": ["C", "C", "C", "O", "H", "H", "H", "H", "H", "H", "H", "H", "C", "C", "C", "O", "H", "H", "H", "H", "H", "H", "H", "H", "C", "C", "C", "O", "H", "H", "H", "H", "H", "H", "H", "H", "C", "C", "C", "C", "C", "C", "N", "O", "C", "C", "C", "H", "H", "H", "H", "H", "H", "H", "H", "H", "H", "H", "H", "H", "H", "H", "H", "H", "H", "H", "C", "C", "C", "C", "C", "C", "N", "O", "C", "C", "C", "H", "H", "H", "H", "H", "H", "H", "H", "H", "H", "H", "H", "H", "H", "H", "H", "H", "H", "H", "C", "C", "C", "C", "C", "C", "N", "O", "C", "C", "C", "H", "H", "H", "H", "H", "H", "H", "H", "H", "H", "H", "H", "H", "H", "H", "H", "H", "H", "H", "C", "C", "C", "C", "C", "C", "N", "O", "C", "C", "C", "H", "H", "H", "H", "H", "H", "H", "H", "H", "H", "H", "H", "H", "H", "H", "H", "H", "H", "H", "C", "C", "C", "C", "C", "C", "N", "O", "C", "C", "C", "H", "H", "H", "H", "H", "H", "H", "H", "H", "H", "H", "H", "H", "H", "H", "H", "H", "H", "H"], "xyz": [[-3.671, 6.516, -0.469], [-2.754, 5.610, -1.273], [-1.859, 6.397, -2.233], [-1.772, 4.895, -0.516], [-4.386, 5.937, 0.120], [-4.204, 7.321, -0.965], [-2.947, 6.950, 0.232], [-3.242, 4.838, -1.880], [-1.055, 5.807, -2.668], [-1.501, 7.301, -1.735], [-2.359, 6.792, -3.126], [-2.197, 4.454, 0.234], [1.870, 1.351, 0.942], [0.624, 0.618, 0.402], [-0.065, 1.523, -0.603], [1.068, -0.479, -0.398], [1.577, 2.115, 1.667], [2.511, 1.831, 0.200], [2.539, 0.650, 1.455], [0.019, 0.335, 1.266], [-0.657, 2.299, -0.102], [-0.737, 0.934, -1.221], [0.615, 2.137, -1.191], [1.839, -0.912, -0.022], [3.988, 2.085, 3.606], [4.273, 2.598, 5.028], [5.702, 3.158, 5.134], [3.346, 3.604, 5.442], [3.056, 1.531, 3.548], [4.837, 1.421, 3.398], [4.096, 2.819, 2.804], [4.098, 1.752, 5.696], [5.837, 3.757, 4.231], [6.418, 2.338, 5.189], [5.838, 3.760, 6.030], [3.615, 4.419, 5.002], [4.347, -3.417, -3.383], [4.353, -2.006, -3.991], [5.757, -1.423, -4.210], [6.383, -1.943, -5.488], [5.555, -1.809, -6.739], [4.097, -2.274, -6.588], [3.569, -1.916, -5.249], [2.205, -2.237, -5.165], [3.294, -1.561, -7.684], [3.999, -3.783, -6.779], [3.708, -1.056, -2.988], [5.021, -3.421, -2.521], [4.793, -4.184, -4.017], [3.321, -3.670, -3.127], [5.711, -0.329, -4.241], [6.353, -1.652, -3.325], [6.621, -2.993, -5.267], [7.379, -1.519, -5.651], [6.015, -2.428, -7.512], [5.588, -0.779, -7.101], [3.225, -0.474, -7.641], [3.858, -1.777, -8.601], [2.286, -1.913, -7.910], [4.269, -3.979, -7.824], [4.747, -4.306, -6.181], [3.036, -4.256, -6.602], [4.255, -0.672, -2.129], [2.726, -1.392, -2.625], [3.321, -0.177, -3.518], [1.767, -1.377, -5.154], [1.035, -0.603, 4.566], [0.062, 0.397, 5.247], [-1.376, -0.045, 5.000], [-1.896, -1.130, 5.952], [-1.548, -0.857, 7.411], [-0.086, -0.484, 7.670], [0.347, 0.501, 6.692], [1.675, 0.904, 6.925], [0.028, 0.044, 9.086], [0.758, -1.782, 7.534], [0.252, 1.785, 4.627], [2.064, -0.459, 4.904], [1.058, -0.389, 3.494], [0.790, -1.646, 4.757], [-2.026, 0.819, 4.881], [-1.349, -0.664, 4.096], [-1.493, -2.121, 5.725], [-2.964, -1.271, 5.769], [-1.715, -1.810, 7.924], [-2.268, -0.168, 7.863], [1.062, 0.032, 9.441], [-0.302, 1.081, 9.176], [-0.530, -0.583, 9.782], [1.223, -2.191, 8.436], [0.260, -2.599, 7.004], [1.660, -1.666, 6.923], [0.187, 1.790, 3.539], [1.205, 2.232, 4.914], [-0.512, 2.431, 5.066], [1.584, 1.746, 7.385], [-3.776, -0.106, 2.026], [-4.708, 0.415, 0.937], [-4.885, 1.918, 1.174], [-5.477, 2.664, -0.025], [-4.556, 2.439, -1.220], [-4.309, 0.962, -1.583], [-4.020, 0.214, -0.334], [-3.623, -1.109, -0.579], [-5.615, 0.436, -2.221], [-3.156, 0.935, -2.549], [-6.097, -0.253, 0.948], [-3.518, -1.166, 1.930], [-4.310, -0.210, 2.978], [-2.846, 0.451, 2.106], [-5.551, 2.062, 2.027], [-3.895, 2.328, 1.396], [-5.522, 3.734, 0.185], [-6.495, 2.329, -0.231], [-3.628, 2.914, -0.885], [-4.943, 2.967, -2.093], [-5.465, -0.600, -2.532], [-6.452, 0.528, -1.542], [-5.849, 0.995, -3.131], [-2.754, -0.068, -2.723], [-3.654, 1.163, -3.498], [-2.313, 1.598, -2.385], [-6.927, 0.321, 0.546], [-6.417, -0.558, 1.951], [-6.000, -1.199, 0.409], [-2.660, -1.060, -0.609], [2.530, 4.037, -5.647], [1.776, 3.031, -4.733], [0.579, 3.742, -4.077], [-0.534, 3.901, -5.136], [-0.926, 2.490, -5.546], [0.226, 1.664, -6.156], [1.407, 1.743, -5.297], [2.476, 1.018, -5.868], [-0.284, 0.218, -6.139], [0.417, 2.167, -7.621], [2.673, 2.716, -3.503], [2.940, 4.879, -5.094], [1.860, 4.483, -6.387], [3.277, 3.508, -6.240], [0.127, 3.212, -3.233], [0.778, 4.716, -3.624], [-0.183, 4.587, -5.906], [-1.422, 4.379, -4.708], [-1.788, 2.457, -6.213], [-1.189, 1.895, -4.665], [0.493, -0.442, -6.544], [-0.447, -0.197, -5.142], [-1.160, 0.085, -6.772], [-0.349, 1.755, -8.276], [0.353, 3.255, -7.657], [1.408, 1.908, -7.997], [2.157, 1.945, -2.932], [2.975, 3.636, -3.009], [3.602, 2.239, -3.843], [2.809, 0.497, -5.123], [-0.665, -3.018, 1.598], [-0.979, -4.357, 2.270], [0.195, -4.642, 3.268], [-0.142, -5.665, 4.365], [-1.472, -5.388, 5.036], [-2.631, -5.239, 4.005], [-2.234, -4.256, 3.021], [-3.276, -3.811, 2.162], [-3.019, -6.615, 3.479], [-3.830, -4.716, 4.832], [-0.976, -5.488, 1.210], [-1.340, -2.747, 0.782], [0.309, -3.153, 1.123], [-0.686, -2.141, 2.248], [1.101, -4.940, 2.746], [0.345, -3.688, 3.784], [0.652, -5.700, 5.113], [-0.126, -6.633, 3.852], [-1.454, -4.352, 5.394], [-1.716, -6.056, 5.857], [-2.161, -7.265, 3.292], [-3.769, -7.099, 4.104], [-3.512, -6.563, 2.501], [-4.701, -4.520, 4.201], [-4.157, -5.409, 5.603], [-3.554, -3.751, 5.268], [-0.327, -5.242, 0.373], [-2.015, -5.721, 0.984], [-0.560, -6.384, 1.679], [-3.565, -3.040, 2.662]], "mulliken_charge": [-1.519, 1.472, -1.171, -0.575, 0.305, 0.352, 0.381, -0.103, -0.001, 0.406, 0.389, 0.231, -1.752, 2.206, -1.291, -0.809, 0.445, 0.393, 0.598, -0.692, 0.355, 0.238, -0.137, 0.393, -0.722, 0.682, -1.523, -0.548, -0.318, 0.375, 0.461, 0.161, 0.368, 0.389, 0.390, 0.330, -1.745, 1.956, -1.204, -1.003, -1.188, 1.472, 1.141, -0.622, -1.974, -1.805, -1.112, 0.406, 0.324, 0.372, 0.338, 0.531, 0.349, 0.456, 0.409, 0.427, 0.314, 0.536, 0.324, 0.495, 0.383, 0.277, 0.517, 0.213, -0.603, 0.241, -0.729, 2.159, 0.059, 0.529, -2.195, 2.135, 0.008, -0.417, -2.148, -1.458, -1.396, 0.249, -0.107, -0.092, 0.454, -0.944, -1.167, 0.948, 0.508, 0.362, 0.405, 0.430, 0.451, 0.442, 0.061, 0.279, 0.040, 0.138, 0.506, 0.337, -1.887, 2.033, -1.386, -1.043, -0.844, 1.727, 1.194, -0.495, -1.982, -2.051, -2.002, -0.109, 0.683, 0.240, 0.479, 0.332, 0.319, 0.383, -0.281, 0.931, 0.429, 0.347, 0.431, 0.707, 0.535, -0.213, 0.294, 0.484, 0.448, 0.284, -2.015, 2.249, -0.946, -0.824, -0.826, 1.604, 0.805, -0.090, -1.896, -1.765, -2.256, 0.448, 0.341, 0.339, -0.599, 0.596, 0.316, 0.453, 0.606, -0.155, 0.216, 0.374, 0.526, 0.460, 0.346, 0.290, 0.434, 0.531, 0.441, -0.187, -2.017, 1.520, -0.492, -0.845, -0.070, 1.246, 1.504, -0.591, -1.939, -1.848, -1.712, 0.438, 0.561, -0.061, 0.518, -0.418, 0.535, 0.346, -0.469, 0.437, 0.282, 0.471, 0.299, 0.470, 0.501, 0.039, 0.496, 0.240, 0.320, 0.208], "smiles": "CC1(C)CCCC(C)(C)N1O.CC1(C)CCCC(C)(C)N1O.CC1(C)CCCC(C)(C)N1O.CC1(C)CCCC(C)(C)N1O.CC1(C)CCCC(C)(C)N1O.CC(C)O.CC(C)O.CC(C)O", "multiplicity": 1, "e_homo_ev": -8.010, "e_lumo_ev": 0.501}

## b
{"formula": "C54H119N5O8", "method": "ωB97M-V/def2-TZVPD", "symbols": ["C", "C", "C", "C", "C", "C", "N", "O", "C", "C", "C", "H", "H", "H", "H", "H", "H", "H", "H", "H", "H", "H", "H", "H", "H", "H", "H", "H", "H", "H", "C", "C", "C", "C", "C", "C", "N", "O", "C", "C", "C", "H", "H", "H", "H", "H", "H", "H", "H", "H", "H", "H", "H", "H", "H", "H", "H", "H", "H", "H", "C", "C", "C", "C", "C", "C", "N", "O", "C", "C", "C", "H", "H", "H", "H", "H", "H", "H", "H", "H", "H", "H", "H", "H", "H", "H", "H", "H", "H", "H", "C", "C", "C", "C", "C", "C", "N", "O", "C", "C", "C", "H", "H", "H", "H", "H", "H", "H", "H", "H", "H", "H", "H", "H", "H", "H", "H", "H", "H", "H", "C", "C", "C", "C", "C", "C", "N", "O", "C", "C", "C", "H", "H", "H", "H", "H", "H", "H", "H", "H", "H", "H", "H", "H", "H", "H", "H", "H", "H", "H", "C", "C", "C", "O", "H", "H", "H", "H", "H", "H", "H", "H", "C", "C", "C", "O", "H", "H", "H", "H", "H", "H", "H", "H", "C", "C", "C", "O", "H", "H", "H", "H", "H", "H", "H", "H"], "xyz": [[-4.142, 0.113, 2.673], [-4.039, -1.352, 3.153], [-2.933, -2.175, 2.339], [-1.546, -1.735, 2.725], [-1.407, -1.850, 4.228], [-2.437, -1.064, 5.062], [-3.743, -1.446, 4.563], [-4.691, -0.722, 5.346], [-2.302, -1.545, 6.497], [-2.112, 0.428, 5.031], [-5.394, -1.991, 2.901], [-4.856, 0.617, 3.378], [-4.590, 0.207, 1.695], [-3.157, 0.602, 2.685], [-3.074, -3.197, 2.743], [-3.060, -2.278, 1.240], [-1.346, -0.708, 2.417], [-0.811, -2.315, 2.177], [-0.455, -1.450, 4.518], [-1.440, -2.849, 4.546], [-2.897, -0.920, 7.162], [-2.576, -2.575, 6.511], [-1.239, -1.484, 6.753], [-1.253, 0.512, 5.693], [-1.808, 0.925, 4.126], [-2.901, 0.961, 5.556], [-6.213, -1.362, 3.180], [-5.319, -2.898, 3.488], [-5.446, -2.247, 1.877], [-5.092, -1.348, 5.929], [-2.207, 5.019, 4.582], [-3.316, 4.640, 3.499], [-4.248, 5.859, 3.295], [-3.554, 6.955, 2.511], [-3.204, 6.472, 1.150], [-2.237, 5.310, 1.213], [-2.855, 4.279, 2.100], [-1.817, 3.274, 2.298], [-2.009, 4.586, -0.096], [-0.850, 5.724, 1.747], [-4.068, 3.409, 4.045], [-1.563, 5.877, 4.310], [-1.704, 4.087, 4.722], [-2.644, 5.196, 5.564], [-5.131, 5.490, 2.770], [-4.491, 6.248, 4.269], [-2.688, 7.294, 3.065], [-4.217, 7.801, 2.374], [-2.720, 7.310, 0.627], [-4.060, 6.090, 0.581], [-1.802, 5.232, -0.958], [-1.165, 3.846, -0.067], [-2.928, 4.000, -0.306], [-0.216, 6.214, 0.984], [-0.918, 6.326, 2.662], [-0.323, 4.851, 1.979], [-4.721, 3.066, 3.221], [-4.698, 3.720, 4.901], [-3.328, 2.685, 4.423], [-2.115, 2.542, 1.688], [4.549, -0.819, -4.531], [4.540, -2.284, -4.884], [4.028, -3.176, -3.670], [2.543, -3.215, -3.407], [1.799, -3.601, -4.675], [2.197, -2.627, -5.808], [3.682, -2.666, -5.996], [3.954, -1.837, -7.196], [1.652, -3.153, -7.177], [1.602, -1.205, -5.596], [5.927, -2.765, -5.230], [5.138, -0.647, -3.587], [3.544, -0.499, -4.289], [4.804, -0.220, -5.392], [4.489, -4.230, -3.813], [4.554, -2.707, -2.793], [1.981, -2.373, -3.016], [2.323, -3.926, -2.598], [0.722, -3.498, -4.634], [2.038, -4.612, -4.962], [2.267, -4.029, -7.473], [0.616, -3.398, -7.065], [1.637, -2.418, -7.989], [0.581, -1.198, -5.825], [1.780, -0.834, -4.617], [2.166, -0.517, -6.286], [5.954, -3.840, -5.514], [6.506, -2.664, -4.341], [6.402, -2.151, -5.999], [4.167, -2.531, -7.754], [1.526, 1.650, 2.651], [2.916, 1.831, 3.358], [3.964, 0.814, 2.696], [4.337, 1.284, 1.282], [4.945, 2.638, 1.296], [4.125, 3.669, 2.094], [3.659, 3.115, 3.364], [2.704, 4.077, 3.930], [5.108, 4.849, 2.367], [2.961, 4.229, 1.226], [2.694, 1.417, 4.819], [1.178, 0.650, 2.817], [1.679, 1.722, 1.562], [0.836, 2.375, 2.952], [4.851, 0.815, 3.294], [3.505, -0.179, 2.715], [3.480, 1.386, 0.619], [5.003, 0.619, 0.779], [4.876, 3.079, 0.259], [5.999, 2.747, 1.636], [5.544, 5.187, 1.409], [4.513, 5.603, 2.809], [5.833, 4.543, 3.070], [3.391, 4.565, 0.302], [2.310, 3.387, 0.938], [2.420, 4.999, 1.810], [2.587, 0.303, 4.871], [1.798, 1.842, 5.320], [3.640, 1.685, 5.420], [3.243, 4.402, 4.634], [-1.841, -3.459, -1.000], [-2.165, -4.907, -0.787], [-1.992, -5.765, -2.081], [-0.554, -6.052, -2.423], [0.155, -6.709, -1.237], [0.052, -5.883, -0.007], [-1.322, -5.589, 0.242], [-1.335, -4.785, 1.452], [0.605, -6.687, 1.247], [1.021, -4.577, -0.120], [-3.622, -4.956, -0.350], [-1.020, -3.294, -1.666], [-1.692, -2.962, -0.006], [-2.722, -2.979, -1.515], [-2.548, -6.712, -1.936], [-2.550, -5.286, -2.940], [0.085, -5.195, -2.727], [-0.414, -6.727, -3.253], [1.204, -6.947, -1.513], [-0.391, -7.641, -1.036], [0.875, -5.987, 2.042], [-0.126, -7.417, 1.526], [1.474, -7.111, 0.829], [1.014, -4.111, -1.119], [0.624, -3.901, 0.694], [2.102, -4.712, 0.105], [-3.873, -4.195, 0.387], [-3.775, -5.991, -0.056], [-4.248, -4.743, -1.225], [-1.958, -5.269, 1.980], [-1.691, -0.130, -0.501], [-0.339, 0.362, -0.790], [0.657, -0.612, -0.220], [-0.111, 0.493, -2.220], [-2.472, 0.524, -0.876], [-1.922, -0.110, 0.581], [-1.784, -1.203, -0.756], [-0.304, 1.331, -0.426], [0.522, -1.626, -0.567], [0.582, -0.665, 0.924], [1.651, -0.083, -0.362], [-0.794, -0.090, -2.641], [-3.888, 0.553, -3.903], [-3.123, -0.531, -4.664], [-2.542, 0.043, -5.951], [-2.041, -1.110, -3.931], [-3.328, 1.483, -3.910], [-4.181, 0.309, -2.909], [-4.780, 0.751, -4.518], [-3.818, -1.380, -4.976], [-3.298, 0.651, -6.500], [-2.243, -0.671, -6.696], [-1.710, 0.652, -5.700], [-2.290, -1.849, -3.387], [2.959, 4.409, -2.311], [3.258, 3.026, -2.833], [4.715, 2.857, -3.138], [2.946, 1.941, -1.974], [3.723, 4.622, -1.544], [2.048, 4.603, -1.767], [3.064, 5.019, -3.177], [2.662, 2.940, -3.748], [4.833, 1.940, -3.740], [5.307, 2.775, -2.272], [4.995, 3.649, -3.778], [1.988, 1.757, -1.853]], "mulliken_charge": [-1.526, 2.452, -1.159, 2.776, -2.881, 2.306, 0.186, -0.498, -2.134, -1.866, -2.234, 0.697, 0.502, -0.543, 0.414, 0.215, -0.973, -0.622, 0.506, 0.573, 0.426, 0.545, 0.388, 0.546, 0.038, 0.424, 0.412, 0.530, 0.395, 0.349, -1.464, 1.366, -1.140, -0.560, -1.265, 2.437, -0.152, 0.438, -2.183, -1.802, -1.531, 0.378, 0.197, 0.425, 0.357, 0.423, 0.365, 0.396, 0.338, 0.367, 0.476, 0.083, 0.447, 0.528, 0.192, 0.205, 0.448, 0.486, -0.186, -0.030, -1.711, 2.093, -1.409, 1.103, -1.697, 2.441, 0.005, -0.464, -2.186, -2.155, -2.311, 0.392, 0.365, 0.452, 0.191, 0.384, -0.232, -0.025, 0.460, 0.314, 0.439, 0.432, 0.413, 0.802, 0.075, 0.281, 0.474, 0.423, 0.390, 0.347, -0.657, 1.845, -1.531, 0.750, -1.158, 1.608, 0.065, -0.447, -2.263, -1.083, -1.970, 0.343, -1.093, 0.662, 0.427, 0.472, -0.627, 0.630, -0.010, 0.403, 0.305, 0.533, 0.608, 0.440, -0.094, 0.354, 0.329, 0.210, 0.459, 0.353, -0.731, 1.999, -1.268, 0.452, -1.392, 1.762, -0.146, -0.289, -2.105, -0.236, -1.917, 0.365, -1.082, 0.775, 0.332, 0.260, -0.617, 0.571, 0.399, 0.297, 0.321, 0.506, 0.546, -1.021, -0.035, 0.650, 0.042, 0.597, 0.417, 0.339, 0.168, 0.670, 1.138, -0.343, 0.752, -0.441, -1.032, 0.340, -0.722, -0.593, 0.025, -0.012, -1.546, 0.796, -1.579, -0.218, 0.320, 0.374, 0.460, 0.286, 0.398, 0.365, 0.339, -0.054, -1.687, 0.765, -1.100, -0.014, 0.335, 0.366, 0.522, 0.466, -0.040, 0.258, 0.477, -0.258], "smiles": "CC1(C)CCCC(C)(C)N1O.CC1(C)CCCC(C)(C)N1O.CC1(C)CCCC(C)(C)N1O.CC1(C)CCCC(C)(C)N1O.CC1(C)CCCC(C)(C)N1O.CC(C)O.CC(C)O.CC(C)O", "multiplicity": 1, "e_homo_ev": -8.587, "e_lumo_ev": 0.412}

## c
{"formula": "C54H119N5O8", "method": "ωB97M-V/def2-TZVPD", "symbols": ["C", "C", "C", "C", "C", "C", "N", "O", "C", "C", "C", "H", "H", "H", "H", "H", "H", "H", "H", "H", "H", "H", "H", "H", "H", "H", "H", "H", "H", "H", "C", "C", "C", "C", "C", "C", "N", "O", "C", "C", "C", "H", "H", "H", "H", "H", "H", "H", "H", "H", "H", "H", "H", "H", "H", "H", "H", "H", "H", "H", "C", "C", "C", "C", "C", "C", "N", "O", "C", "C", "C", "H", "H", "H", "H", "H", "H", "H", "H", "H", "H", "H", "H", "H", "H", "H", "H", "H", "H", "H", "C", "C", "C", "C", "C", "C", "N", "O", "C", "C", "C", "H", "H", "H", "H", "H", "H", "H", "H", "H", "H", "H", "H", "H", "H", "H", "H", "H", "H", "H", "C", "C", "C", "C", "C", "C", "N", "O", "C", "C", "C", "H", "H", "H", "H", "H", "H", "H", "H", "H", "H", "H", "H", "H", "H", "H", "H", "H", "H", "H", "C", "C", "C", "O", "H", "H", "H", "H", "H", "H", "H", "H", "C", "C", "C", "O", "H", "H", "H", "H", "H", "H", "H", "H", "C", "C", "C", "O", "H", "H", "H", "H", "H", "H", "H", "H"], "xyz": [[-1.932, -3.316, 3.700], [-0.896, -2.644, 4.711], [-1.552, -2.475, 6.145], [-0.554, -2.196, 7.234], [0.506, -3.273, 7.335], [1.226, -3.454, 6.003], [0.235, -3.579, 4.880], [0.909, -3.993, 3.717], [2.202, -2.314, 5.775], [2.113, -4.719, 6.160], [-0.483, -1.268, 4.133], [-2.310, -4.199, 4.216], [-1.574, -3.675, 2.735], [-2.757, -2.655, 3.435], [-2.301, -1.688, 6.058], [-2.112, -3.383, 6.368], [-1.057, -2.210, 8.201], [-0.219, -1.178, 7.037], [0.045, -4.229, 7.586], [1.158, -3.059, 8.182], [1.768, -1.316, 5.699], [2.981, -2.336, 6.537], [2.664, -2.318, 4.788], [2.622, -4.683, 7.123], [1.695, -5.724, 6.102], [2.868, -4.669, 5.375], [-0.073, -0.584, 4.875], [-1.286, -0.730, 3.628], [0.371, -1.402, 3.469], [0.588, -4.873, 3.507], [-0.388, 4.664, 3.360], [-0.717, 5.148, 1.958], [-2.065, 4.607, 1.539], [-3.288, 5.374, 2.012], [-3.246, 6.844, 1.582], [-1.885, 7.491, 2.067], [-0.684, 6.597, 1.776], [0.565, 7.237, 2.031], [-1.711, 8.851, 1.357], [-2.001, 7.768, 3.611], [0.357, 4.410, 1.101], [0.243, 5.304, 3.977], [0.189, 3.743, 3.436], [-1.253, 4.499, 4.003], [-2.136, 4.486, 0.459], [-2.305, 3.619, 1.933], [-3.324, 5.353, 3.101], [-4.165, 4.850, 1.632], [-4.177, 7.265, 1.962], [-3.299, 7.122, 0.530], [-1.528, 8.722, 0.290], [-2.581, 9.432, 1.663], [-0.807, 9.378, 1.660], [-2.171, 6.879, 4.219], [-1.067, 8.202, 3.968], [-2.768, 8.481, 3.911], [1.235, 5.040, 0.959], [-0.124, 4.210, 0.144], [0.830, 3.506, 1.485], [1.052, 7.238, 1.204], [2.130, 1.356, -7.005], [1.918, 2.835, -7.433], [1.376, 2.775, -8.932], [0.684, 4.077, -9.357], [-0.496, 4.357, -8.410], [-0.006, 4.490, -6.966], [0.880, 3.358, -6.555], [1.235, 3.541, -5.226], [0.558, 5.950, -6.800], [-1.352, 4.404, -6.182], [3.255, 3.649, -7.385], [2.363, 1.340, -5.941], [2.838, 0.766, -7.587], [1.171, 0.838, -7.031], [2.342, 2.685, -9.429], [0.921, 1.814, -9.170], [0.256, 3.879, -10.340], [1.383, 4.912, -9.403], [-1.346, 3.713, -8.635], [-0.751, 5.389, -8.653], [-0.218, 6.712, -6.736], [0.985, 6.074, -5.805], [1.239, 6.117, -7.635], [-1.684, 3.409, -6.477], [-1.340, 4.583, -5.107], [-2.158, 4.947, -6.676], [3.261, 4.663, -7.782], [4.011, 3.128, -7.973], [3.718, 3.764, -6.405], [0.623, 3.077, -4.651], [5.985, 3.807, 3.562], [6.435, 2.277, 3.596], [7.817, 2.357, 2.943], [8.929, 2.906, 3.782], [8.895, 2.374, 5.200], [7.530, 2.314, 5.922], [6.480, 1.840, 4.965], [5.256, 1.606, 5.584], [7.747, 1.285, 7.078], [7.235, 3.689, 6.591], [5.633, 1.275, 2.769], [6.687, 4.608, 3.792], [5.076, 4.044, 4.115], [5.700, 4.170, 2.574], [8.038, 1.366, 2.547], [7.846, 3.123, 2.169], [8.819, 3.990, 3.742], [9.855, 2.676, 3.256], [9.646, 2.782, 5.877], [9.298, 1.374, 5.037], [8.509, 1.593, 7.794], [6.804, 1.159, 7.610], [7.979, 0.287, 6.705], [6.256, 3.607, 7.063], [7.918, 4.035, 7.366], [7.096, 4.485, 5.860], [5.885, 1.409, 1.717], [4.545, 1.250, 2.823], [5.969, 0.340, 3.217], [5.115, 0.678, 5.384], [-4.974, -2.639, -2.708], [-5.923, -1.421, -2.258], [-5.602, -0.117, -3.122], [-6.443, -0.044, -4.509], [-7.876, -0.314, -4.304], [-8.089, -1.838, -3.686], [-7.321, -1.793, -2.375], [-7.782, -2.800, -1.471], [-9.585, -1.892, -3.489], [-7.753, -3.016, -4.684], [-5.678, -0.967, -0.849], [-4.591, -3.149, -1.824], [-4.088, -2.293, -3.239], [-5.483, -3.336, -3.374], [-5.831, 0.799, -2.577], [-4.608, -0.099, -3.569], [-6.058, -0.826, -5.163], [-6.363, 0.950, -4.948], [-8.520, -0.134, -5.164], [-8.141, 0.257, -3.414], [-9.779, -1.073, -2.796], [-10.191, -1.776, -4.388], [-9.962, -2.750, -2.934], [-7.964, -3.948, -4.161], [-8.437, -2.922, -5.527], [-6.734, -3.006, -5.072], [-6.222, -0.059, -0.587], [-4.643, -0.784, -0.560], [-6.031, -1.695, -0.118], [-7.225, -3.552, -1.684], [-0.836, -9.456, -4.498], [-0.479, -8.054, -4.181], [0.312, -7.376, -5.271], [-1.659, -7.336, -4.029], [-0.948, -10.024, -3.574], [0.006, -9.875, -5.049], [-1.748, -9.423, -5.095], [0.042, -7.998, -3.225], [-0.162, -7.522, -6.242], [1.253, -7.902, -5.434], [0.423, -6.300, -5.136], [-1.856, -6.945, -4.883], [1.050, -3.474, -1.115], [1.448, -2.447, -2.270], [1.390, -1.031, -1.787], [2.768, -2.757, -2.579], [-0.036, -3.561, -1.123], [1.601, -3.305, -0.190], [1.278, -4.477, -1.475], [0.791, -2.656, -3.115], [2.195, -0.628, -1.173], [0.431, -0.909, -1.283], [1.362, -0.517, -2.748], [2.902, -3.686, -2.781], [0.313, -8.857, 3.095], [-0.336, -9.097, 1.794], [-1.653, -9.898, 1.665], [-0.615, -7.748, 1.397], [0.445, -9.746, 3.713], [-0.350, -8.302, 3.758], [1.273, -8.341, 3.072], [0.402, -9.558, 1.137], [-2.433, -9.432, 2.267], [-1.535, -10.784, 2.288], [-1.984, -10.236, 0.682], [-1.561, -7.594, 1.345]], "mulliken_charge": [-1.872, 1.616, -1.143, -0.591, -1.178, 1.584, 0.402, -0.418, -1.874, -1.893, -1.821, 0.432, 0.361, 0.415, 0.366, 0.402, 0.380, 0.312, 0.401, 0.430, 0.271, 0.377, 0.450, 0.415, 0.406, 0.402, 0.281, 0.464, 0.334, 0.284, -2.043, 2.070, -1.255, -0.671, -1.049, 1.249, 0.374, -0.493, -1.854, -1.658, -1.700, 0.393, 0.440, 0.310, 0.413, 0.290, 0.251, 0.422, 0.359, 0.412, 0.450, 0.403, 0.383, 0.329, 0.388, 0.424, 0.341, 0.339, 0.351, 0.333, -1.966, 1.391, -1.109, -0.773, -1.131, 1.316, 0.501, -0.520, -1.762, -1.881, -1.651, 0.441, 0.359, 0.453, 0.487, 0.381, 0.376, 0.311, 0.408, 0.445, 0.441, 0.399, 0.318, 0.500, 0.373, 0.410, 0.332, 0.475, 0.348, 0.325, -1.928, 1.795, -1.201, -0.856, -1.198, 1.166, 0.524, -0.477, -1.920, -1.486, -1.887, 0.341, 0.369, 0.478, 0.468, 0.324, 0.381, 0.363, 0.494, 0.415, 0.389, 0.414, 0.423, 0.383, 0.397, 0.285, 0.410, 0.336, 0.461, 0.336, -1.529, 1.578, -1.087, -0.677, -1.064, 1.268, 0.135, -0.432, -1.801, -1.806, -2.004, 0.434, 0.304, 0.305, 0.384, 0.298, 0.303, 0.399, 0.445, 0.455, 0.439, 0.399, 0.369, 0.403, 0.450, 0.364, 0.478, 0.420, 0.410, 0.360, -1.168, 0.617, -1.481, -0.568, 0.294, 0.313, 0.280, 0.224, 0.403, 0.379, 0.371, 0.335, -1.377, 0.660, -1.117, -0.580, 0.348, 0.357, 0.351, 0.208, 0.335, 0.312, 0.194, 0.315, -1.347, 0.770, -1.421, -0.533, 0.395, 0.272, 0.322, 0.131, 0.422, 0.364, 0.316, 0.309], "smiles": "CC1(C)CCCC(C)(C)N1O.CC1(C)CCCC(C)(C)N1O.CC1(C)CCCC(C)(C)N1O.CC1(C)CCCC(C)(C)N1O.CC1(C)CCCC(C)(C)N1O.CC(C)O.CC(C)O.CC(C)O", "multiplicity": 1, "e_homo_ev": -7.982, "e_lumo_ev": 0.156}

Stability check: which of them is least stable? c.